DFT (ωB97M-V/def2-TZVPD) results for a 11-piece molecular cluster, C29H67Br12NO6 overall in a non-equilibrium geometry.

Its LUMO energy is 0.0044 Ha. As for the SMILES: C[N+](=O)[O-].BrCCBr.BrCCBr.BrCCBr.BrCCBr.BrCCBr.BrCCBr.CCOCC.CCOCC.CCOCC.CCOCC. As for the charge: 0.

Element x y z (Å)
C -1.53990 -1.89066 2.40367
N -1.41038 -2.29622 3.83439
O -1.33916 -1.39568 4.64020
O -1.25864 -3.47206 4.08161
H -2.13638 -2.63524 1.88351
H -0.53003 -1.91897 1.99903
H -2.02336 -0.92112 2.39594
Br 5.05773 -3.79293 6.68444
C 5.50313 -3.94164 4.78795
C 6.18517 -2.67953 4.31092
Br 6.62927 -2.92049 2.40503
H 4.56312 -4.08015 4.26305
H 6.18056 -4.77943 4.66633
H 7.10075 -2.47813 4.86276
H 5.59205 -1.77268 4.39126
Br 6.48803 1.57987 -1.32518
C 6.15910 1.81343 0.59784
C 6.84894 0.75773 1.41860
Br 6.42314 1.04768 3.32713
H 5.08126 1.80688 0.73840
H 6.51968 2.79281 0.90699
H 7.92946 0.75049 1.32917
H 6.46173 -0.22309 1.15237
Br 1.96757 -1.34610 4.85633
C 1.81976 0.52254 4.21994
C 0.85487 1.24582 5.11667
Br 0.64545 3.09598 4.42361
H 1.46254 0.44026 3.19258
H 2.83150 0.90035 4.09946
H 1.19541 1.35072 6.13983
H -0.09799 0.72753 5.06930
Br -1.58774 1.39290 -3.02432
C -0.94703 2.39082 -4.61124
C -0.82955 1.38785 -5.73359
Br 0.10441 2.18309 -7.27305
H 0.02899 2.75009 -4.31234
H -1.67329 3.13580 -4.91354
H -1.78422 1.12534 -6.18046
H -0.31749 0.46684 -5.47129
Br -0.21348 -3.99781 -2.41100
C -1.96907 -3.40274 -1.77833
C -1.78110 -2.02403 -1.18612
Br -3.43302 -1.37064 -0.39443
H -2.32511 -4.15724 -1.07952
H -2.71446 -3.38597 -2.57126
H -1.48199 -1.42302 -2.04746
H -0.95447 -1.97712 -0.47930
Br 1.83701 -0.83356 -3.79501
C 2.80796 -0.93240 -5.49673
C 4.25648 -0.57155 -5.18782
Br 5.21753 -0.51223 -6.89136
H 2.36802 -0.27603 -6.24170
H 2.73062 -1.94790 -5.87519
H 4.74030 -1.31782 -4.56487
H 4.30172 0.36736 -4.64230
C 0.13206 4.83690 -1.39912
C 0.03390 5.96085 -2.40635
O 0.06837 5.33265 -3.70233
C 0.19599 6.24811 -4.77169
C 0.45175 5.47147 -6.05284
H 1.15328 4.48454 -1.25873
H -0.10578 5.20859 -0.39659
H -0.51830 4.00820 -1.66944
H -0.89096 6.54186 -2.39015
H 0.91754 6.60304 -2.35780
H -0.80794 6.68774 -4.86355
H 0.94261 7.03127 -4.61267
H -0.30377 4.68699 -6.11279
H 1.43537 5.00346 -6.07258
H 0.30306 6.02882 -6.97812
C -0.70187 1.03031 0.33908
C 0.50261 0.28865 -0.23139
O 0.72042 -0.86911 0.57673
C 1.92247 -1.55728 0.32085
C 1.81267 -2.91227 0.98029
H -1.63978 0.55846 0.04666
H -0.66101 1.13708 1.42410
H -0.75217 2.03998 -0.07311
H 0.20960 -0.04960 -1.22781
H 1.39414 0.91430 -0.21598
H 2.00865 -1.64843 -0.77278
H 2.83566 -1.02603 0.62973
H 2.75791 -3.41268 1.19576
H 1.13884 -3.56536 0.42601
H 1.42773 -2.77676 1.99596
C -2.91608 3.66875 1.70645
C -3.88141 2.73247 1.01049
O -5.20855 3.06159 1.36406
C -6.16092 2.32692 0.63287
C -7.54182 2.67217 1.15204
H -3.08115 4.69432 1.37010
H -3.01051 3.71263 2.79105
H -1.90712 3.37127 1.42373
H -3.71171 2.82961 -0.07111
H -3.70382 1.66973 1.22424
H -6.08687 2.43764 -0.45335
H -6.00822 1.26151 0.87044
H -7.82065 3.69790 0.91218
H -7.61809 2.56258 2.23665
H -8.29517 1.95634 0.81568
C -4.86099 -4.32962 2.88677
C -4.22702 -5.36004 1.92989
O -2.89364 -4.96494 1.72240
C -2.07986 -5.92514 1.05668
C -0.66936 -5.39716 0.99757
H -5.09593 -3.38797 2.38885
H -5.76531 -4.77682 3.30066
H -4.19823 -4.06542 3.71069
H -4.31612 -6.33317 2.41883
H -4.76922 -5.32197 0.97916
H -2.10877 -6.88330 1.58887
H -2.54981 -5.99845 0.06536
H -0.78482 -4.34535 0.70439
H -0.07443 -5.85998 0.21436
H -0.18290 -5.34987 1.96976

Atoms 1-6, force components in eV/Å:
C -0.382 -0.579 0.249
N 0.604 -0.055 -0.681
O -0.304 0.253 0.530
O -0.146 -0.051 0.146
H -0.076 -0.117 0.197
H -0.141 0.421 0.069

=====

DFT (ωB97M-V/def2-TZVPD) results for a 3-piece molecular cluster, C29H67Br2N7O11P4S overall in a non-equilibrium geometry.

Its LUMO energy is -0.0558 Ha. As for the SMILES: C=CC[C@@]1(P(N)O)[C@H](Br)S(=O)(=O)O[C@](CCCCCOCC)(P(O)O)[C@]1(Br)CCC(=O)O.CN(C)P(=O)(N(C)C)N(C)C.CN(C)P(=O)(N(C)C)N(C)C. As for the charge: 0.

Element x y z (Å)
C -2.51042 0.64005 1.29037
C -1.07104 0.53346 0.81602
C -0.47377 -0.94190 0.36288
C 0.50569 -0.90396 -0.98442
P -0.12842 0.50014 -2.18075
N -1.94914 0.44971 -2.27088
O 0.21594 2.09539 -1.60421
C 2.02359 -0.61925 -0.45639
Br 2.39118 1.00094 0.61845
S 3.11597 -0.54337 -1.97391
O 3.10552 0.86245 -2.69438
O 4.59247 -0.76498 -1.57590
O 2.49809 -1.66341 -3.12272
C 1.90248 -2.83538 -2.47115
C 3.06274 -3.58520 -1.60795
C 4.48859 -3.82828 -2.45899
C 5.81491 -3.88881 -1.50267
C 5.64244 -4.68431 -0.08742
C 6.84884 -4.35604 1.02309
O 7.84861 -3.39632 0.53569
C 7.68182 -2.06865 1.15213
C 8.41901 -0.85121 0.30470
P 1.46804 -4.28580 -3.70663
O 2.61569 -4.44028 -4.97637
O 1.04763 -5.74260 -2.89661
C 0.52142 -2.38844 -1.78078
Br 0.34827 -3.73903 -0.23335
C -0.86396 -2.62429 -2.58659
C -1.16364 -2.19904 -4.07443
C -0.15761 -1.38605 -5.02930
O -0.50643 -0.10740 -5.36135
O 1.03234 -1.84023 -5.76761
H -3.40351 0.08281 0.74344
H -2.70100 1.26820 2.27141
H -0.47166 1.53629 0.84953
H 0.11096 -1.31151 1.33651
H -1.47477 -1.56822 0.18331
H -2.11768 0.65497 -3.30168
H -2.26508 1.29091 -1.71906
H 1.00738 2.52058 -2.04763
H 2.26338 -1.52032 0.28935
H 3.41385 -3.07401 -0.62443
H 2.81402 -4.71539 -1.30516
H 4.38445 -4.87032 -3.03113
H 4.68508 -3.02426 -3.27802
H 6.64420 -4.48302 -2.12330
H 6.22749 -2.79039 -1.41332
H 5.70846 -5.85218 -0.27354
H 4.64161 -4.49671 0.48709
H 7.40946 -5.34874 1.28989
H 6.37011 -3.89847 2.01423
H 6.53573 -1.76273 1.26233
H 8.12110 -2.02028 2.25849
H 9.57036 -1.04573 0.11089
H 7.92681 -0.68308 -0.75500
H 8.33661 0.18220 0.88888
H 3.04517 -5.34601 -5.03100
H 0.24777 -6.19534 -3.31770
H -1.71375 -2.14518 -1.89096
H -1.09744 -3.79576 -2.48608
H -1.43726 -3.18796 -4.69534
H -2.20182 -1.60086 -4.09398
H 1.80141 -1.20404 -5.69047
C -2.07737 -3.56321 4.59440
N -2.71885 -2.33192 4.99469
C -1.77817 -1.21635 4.92130
P -4.35216 -1.93046 5.01677
O -4.39124 -1.50957 3.52719
N -5.46692 -3.21019 4.83463
C -5.12757 -4.48600 4.22200
C -6.73747 -2.75835 4.22070
N -4.30724 -2.41430 6.72916
C -4.23969 -1.25544 7.61772
C -3.64460 -3.55474 7.33516
H -1.15301 -3.70422 5.17270
H -1.82513 -3.57177 3.53091
H -2.66101 -4.44942 4.80909
H -1.39267 -0.99000 5.91888
H -2.25567 -0.31208 4.53196
H -0.92384 -1.42604 4.26532
H -4.56030 -4.36973 3.29664
H -6.02041 -5.08371 3.99556
H -4.56883 -5.11231 4.92298
H -6.65747 -2.67135 3.13135
H -7.02877 -1.78200 4.62978
H -7.54813 -3.45489 4.45783
H -3.21762 -0.87240 7.69560
H -4.60537 -1.49690 8.62133
H -4.87476 -0.44863 7.23720
H -2.57204 -3.38864 7.47090
H -3.78908 -4.47550 6.77286
H -4.07138 -3.75515 8.32630
C -0.86264 7.05304 -0.19332
N -1.03841 6.20102 -1.34700
C -0.79785 4.80380 -0.99386
P -1.90812 6.47426 -2.76061
O -3.25718 6.00513 -2.16270
N -2.42811 8.07348 -3.05329
C -2.57846 9.07079 -2.00402
C -3.66184 8.11637 -3.87269
N -0.35727 7.01356 -3.44794
C 0.25118 5.98229 -4.28658
C 0.66901 7.84029 -2.83952
H 0.11754 6.85827 0.26501
H -1.63616 6.89190 0.56193
H -0.83826 8.10917 -0.43021
H 0.20858 4.51079 -1.30414
H -1.51000 4.13551 -1.48733
H -0.88982 4.61811 0.08374
H -3.09478 8.68073 -1.12489
H -3.12956 9.95427 -2.35251
H -1.60387 9.47273 -1.71344
H -4.55926 7.93334 -3.27120
H -3.61347 7.36161 -4.66859
H -3.76267 9.08890 -4.36522
H 0.77487 5.23534 -3.68224
H 0.95529 6.41337 -5.00608
H -0.51808 5.46577 -4.87010
H 1.30098 7.27644 -2.14736
H 0.26157 8.70475 -2.31840
H 1.32526 8.25684 -3.61444

Atoms 1-6, force components in eV/Å:
C 3.797 -0.449 -1.171
C -4.138 0.107 1.242
C -1.078 1.424 0.223
C -0.544 0.245 2.391
P 0.178 0.795 -2.435
N 1.760 1.613 0.252

=====

Q: Which formula does entry 2 have?
A: C29H67Br2N7O11P4S